Density functional theory data (wB97M-V/def2-TZVPD) for a molecular structure, C16H22N2NaO2SSe2 in a non-equilibrium geometry.

```
46
Properties=species:S:1:pos:R:3:forces:R:3
Na -0.686316 1.535074 0.052002 -0.763 -0.853 0.436
C -0.674457 0.771280 3.604900 -0.103 0.060 0.017
Se 0.116722 -0.206959 2.121980 0.533 -0.213 0.371
C 1.982933 0.011183 2.844728 -0.091 -0.094 -0.129
C 2.805575 0.969778 1.997067 -0.018 -0.020 -0.058
Se 3.395432 0.059476 0.368240 -0.045 0.037 -0.007
C 4.098718 1.655951 -0.483826 0.032 0.014 0.001
H -0.431322 0.273130 4.541606 -0.007 0.003 0.009
H -1.750520 0.755588 3.448823 0.025 -0.016 -0.036
H -0.316304 1.799941 3.627384 0.014 -0.006 -0.003
H 2.437176 -0.982804 2.844399 0.030 0.020 0.072
H 1.939360 0.344580 3.883274 -0.058 0.045 -0.040
H 3.709666 1.314446 2.504446 -0.019 -0.037 0.047
H 2.219001 1.831868 1.674752 0.000 -0.011 -0.005
H 3.277404 2.359146 -0.613829 0.012 0.014 0.042
H 4.521552 1.370126 -1.445621 -0.029 0.002 -0.007
H 4.884138 2.084693 0.137382 -0.009 0.003 -0.017
N 0.070857 0.449098 -2.109806 0.203 0.097 -0.063
C 0.303217 1.429849 -3.176197 -0.021 -0.049 0.073
C 1.024285 2.652560 -2.609661 0.013 -0.033 -0.045
C 0.332234 3.043661 -1.300962 0.266 0.412 -0.266
O -0.894620 3.273568 -1.354917 -0.051 0.280 -0.194
O 1.005234 2.953566 -0.238890 0.337 0.141 -0.073
H 0.939758 0.124512 -1.692838 0.023 -0.007 -0.039
H -0.419333 -0.369883 -2.443629 -0.074 0.011 0.104
H -0.674366 1.742195 -3.544671 -0.004 0.007 0.001
H 0.873005 1.021403 -4.021893 0.006 0.016 -0.022
H 0.981217 3.476525 -3.325344 -0.010 -0.019 -0.014
H 2.070414 2.415253 -2.407299 -0.008 0.033 -0.039
S -4.386500 -1.296549 -0.483828 -0.125 -0.033 -0.035
C -4.750125 0.131203 0.374433 0.120 0.040 0.092
C -3.670200 0.558255 1.097612 -0.080 -0.091 0.033
C -2.473189 -0.240223 0.995310 -0.089 0.397 -0.134
C -2.740769 -1.276354 0.149515 0.026 -0.283 -0.121
C -1.860641 -2.386946 -0.259779 -0.084 0.138 0.099
C -2.363732 -3.686314 -0.427660 0.032 -0.020 -0.047
C -1.509503 -4.706510 -0.792184 0.004 0.001 0.000
C -0.160747 -4.426337 -0.972087 -0.007 -0.006 0.009
C 0.251188 -3.117825 -0.783201 -0.020 0.023 0.000
N -0.562803 -2.119565 -0.451422 0.068 -0.024 0.003
H -5.723762 0.590653 0.290210 -0.017 0.001 -0.002
H -3.735988 1.451950 1.712471 -0.015 0.016 -0.025
H -3.413861 -3.877191 -0.252064 0.001 0.002 0.012
H -1.886832 -5.714299 -0.920844 0.003 -0.002 -0.001
H 0.550580 -5.194364 -1.245019 -0.001 -0.003 -0.009
H 1.296233 -2.848389 -0.913044 -0.001 0.008 0.010
```
Forces are in eV/Å.

The value obtained for the relative energy (zero: lowest compared OMol25 entry of this formula, charge and spin) is 5.2 kJ/mol. For the HOMO energy, the calculation gives -0.1436 hartree. For the LUMO energy, the calculation gives 2.35 eV. The calculation puts the HOMO-LUMO gap at 6.26 eV. Its charge is -1. As for the spin multiplicity: 1.

=====

Density functional theory data (wB97M-V/def2-TZVPD) for 2 unconnected molecules or ions with the total composition C16H22N2O4S in a non-equilibrium geometry.

```
45
Properties=species:S:1:pos:R:3:forces:R:3
O 4.741247 -2.290187 0.545520 -1.562 2.795 -3.738
S 4.615490 -1.516024 -0.756519 4.480 -4.172 1.456
O 5.899911 -1.643115 -1.568346 -4.199 1.417 1.577
O 3.403786 -2.273112 -1.684035 1.541 2.397 0.666
C 4.159657 0.254543 -0.438292 -0.657 1.249 -0.503
C 3.698270 1.057491 -1.788895 0.323 0.764 0.613
C 2.155081 1.517391 -1.741851 -0.484 -0.434 -0.207
C 1.331190 1.169115 -3.115651 -0.970 -0.924 1.151
C 0.236441 0.047567 -2.683013 -0.355 -2.748 -0.571
C 0.558066 -1.430955 -3.002538 -3.111 2.017 1.871
C -0.434572 -2.592969 -2.581134 -1.525 4.525 1.480
C -1.721166 -2.156508 -1.827208 3.127 0.571 -1.740
C -2.060920 -0.641758 -1.506753 0.681 -0.576 -0.297
N -3.288002 -0.391317 -0.798784 2.353 4.318 -0.832
C -3.484460 0.994609 -0.527999 2.545 -1.315 -1.317
C -2.460733 2.089424 -0.946150 0.541 -1.132 -0.553
N -1.244965 1.894225 -1.667503 -4.449 -3.532 2.181
C -1.089432 0.487172 -1.924938 1.419 -1.552 -0.780
H 3.485911 -1.801402 -2.555540 -0.144 -0.724 0.796
H 3.328262 0.282031 0.352910 1.258 -0.356 -1.209
H 5.080051 0.799547 -0.011627 -1.189 -1.505 -0.597
H 4.326697 2.031639 -1.786446 -0.826 -1.817 -0.277
H 3.972497 0.449982 -2.732447 -0.488 1.042 1.471
H 1.998529 2.634996 -1.538984 0.662 -1.615 -0.213
H 1.663012 0.962008 -0.853291 0.610 0.912 -1.577
H 2.023804 0.730944 -3.933439 -1.197 0.762 1.374
H 0.773665 2.096305 -3.508846 0.988 -1.498 0.600
H 1.538277 -1.660741 -3.538307 -1.689 0.322 0.740
H -0.153585 -3.671608 -2.820995 -0.699 1.718 0.517
H -2.430373 -2.993615 -1.504695 0.962 1.668 -0.417
H -4.416651 1.305266 0.056378 1.545 -0.582 -1.004
H -2.708977 3.176256 -0.642266 0.512 -1.996 -0.614
C -2.662049 -0.976342 4.127630 0.246 -0.390 -0.032
C -2.733018 0.154567 5.129173 -0.308 0.139 0.338
C -2.066471 1.287218 4.373669 0.266 0.201 -0.132
O -2.332580 1.070271 2.981393 -0.057 -0.179 0.220
C -2.872186 -0.248449 2.814973 -0.153 0.112 -0.269
H -3.398071 -1.763488 4.300552 0.050 0.061 -0.043
H -1.664999 -1.428843 4.148709 -0.092 -0.007 -0.021
H -3.779627 0.405418 5.331707 0.084 -0.001 0.028
H -2.245528 -0.068503 6.079926 -0.022 0.043 -0.074
H -0.980259 1.273498 4.513440 -0.008 0.032 0.100
H -2.443423 2.268767 4.671029 0.034 -0.023 -0.122
H -3.938314 -0.146944 2.583590 -0.010 -0.123 -0.037
H -2.379483 -0.744370 1.975890 -0.032 0.134 -0.004
```
Forces are in eV/Å.

As for the SMILES: O=S(=O)(O)CCCCc1cccc2nccnc12.C1CCOC1. The value obtained for the relative energy (zero: lowest compared OMol25 entry of this formula, charge and spin) is 1028.9 kJ/mol. For the HOMO energy, the calculation gives -0.3167 hartree. For the LUMO energy, the calculation gives -0.97 eV. The calculation puts the HOMO-LUMO gap at 7.64 eV. Its charge is 0. As for the spin multiplicity: 1.

=====

Density functional theory data (wB97M-V/def2-TZVPD) for 2 unconnected molecules or ions with the total composition C16H22N2O5S in a non-equilibrium geometry.

```
46
Properties=species:S:1:pos:R:3:forces:R:3
C -2.641876 -3.943104 0.815202 0.217 -0.316 0.328
C -1.434541 -4.434942 0.042792 -1.070 1.053 -0.414
O -1.163459 -3.998123 -1.055773 0.510 -0.665 0.678
O -0.680245 -5.350898 0.714094 -0.339 0.083 -0.791
C 0.254985 -6.041392 -0.113403 0.749 -0.680 0.455
C 1.656181 -5.406823 0.022200 0.194 -0.176 0.053
N 1.583196 -3.925457 0.118886 0.480 -0.376 -0.631
C 1.669669 -3.221640 -1.011586 -0.060 -0.301 -0.829
C 1.586664 -1.862622 -1.007664 0.070 1.079 0.167
C 1.435252 -1.196447 0.200360 -0.181 0.434 0.915
C 1.375770 0.303474 0.307761 0.041 -0.819 -0.649
C 1.239587 1.062515 -0.854193 0.008 -0.645 0.554
C 1.203463 2.421067 -0.747034 -0.163 0.176 -1.396
N 1.289770 3.025358 0.433048 0.300 1.083 0.315
C 1.217715 4.506823 0.553244 -0.029 -0.922 0.310
S -0.555775 4.957227 0.787219 -1.135 1.531 0.050
O -1.110774 5.382155 -0.449424 0.418 -0.732 -0.808
O -0.650409 5.849779 1.884781 0.575 -0.297 0.733
C 1.417884 2.318187 1.562883 -0.123 -0.024 0.661
C 1.462073 0.957534 1.532394 -0.054 -0.451 -0.018
C 1.344143 -1.948983 1.375422 0.014 0.577 -0.573
C 1.436711 -3.305903 1.285771 -0.193 -0.721 1.147
H -3.348579 -3.435028 0.160226 0.306 -0.060 -0.125
H -2.295804 -3.226729 1.572021 -0.115 -0.197 -0.031
H -3.166597 -4.758829 1.320635 0.250 0.103 0.023
H -0.063512 -6.168502 -1.148933 -0.133 0.510 0.143
H 0.339397 -7.048671 0.308559 -0.074 0.182 -0.051
H 2.308722 -5.635828 -0.824694 -0.285 -0.029 0.019
H 2.187991 -5.783915 0.900678 -0.288 0.259 0.051
H 1.813407 -3.763596 -1.939964 -0.103 -0.083 0.210
H 1.665092 -1.290818 -1.922701 0.070 -0.436 -0.093
H 1.145343 0.580338 -1.817268 -0.007 0.333 -0.007
H 1.102654 3.015763 -1.651405 -0.007 0.273 0.365
H 1.779622 4.760938 1.453849 -0.191 0.288 -0.178
H 1.634466 4.990455 -0.331987 -0.261 -0.008 0.083
H -1.164502 3.776523 1.131965 0.558 -0.084 -0.076
H 1.458924 2.839393 2.514660 0.055 0.211 -0.283
H 1.547416 0.435078 2.475397 0.099 0.087 -0.105
H 1.202681 -1.474429 2.334884 0.028 -0.289 0.022
H 1.399814 -3.935646 2.169852 -0.046 0.017 -0.187
C -3.735485 6.601237 -1.852480 0.188 0.088 -0.300
O -3.700926 6.942556 -3.232692 -0.125 -0.078 0.080
H -4.766369 6.661108 -1.512285 -0.011 0.034 -0.083
H -3.367044 5.582322 -1.706949 -0.055 -0.001 0.173
H -3.125549 7.300408 -1.274753 -0.051 -0.087 0.164
H -2.787145 6.888086 -3.523592 -0.029 0.078 -0.069
```
Forces are in eV/Å.

For the HOMO energy, the calculation gives -0.4886 hartree. For the LUMO energy, the calculation gives -8.54 eV. The calculation puts the HOMO-LUMO gap at 4.76 eV. Its charge is +2. As for the spin multiplicity: 1.

=====

Which value of HOMO energy does entry 2 give? -0.3167 hartree

=====

Which formula does entry 2 have? C16H22N2O4S

=====

Which value of spin multiplicity does entry 3 give? 1

=====

Number 3 is which compound? C16H22N2O5S